(1)
98
Properties=species:S:1:pos:R:3:forces:R:3 method="wB97M-V/def2-TZVPD" e_tot_ev=-113048.9228 s2=0.757 multiplicity=2 gap_ev="3.474 / 3.472" total_charge=+1 lumo_energy_ev="-6.89 / -6.90"
Cu 6.0112 -0.9137 2.6376 -0.0428 0.0161 -0.1541
N 0.4418 -0.4454 0.5563 0.5552 -0.2804 -1.5602
O 0.2944 0.7373 0.4240 -0.8133 0.5039 0.1375
O -0.2558 -1.2993 -0.0082 0.1236 0.4831 0.7575
O 1.4469 -0.8505 1.1384 0.1538 -0.7068 0.6688
C -4.9682 -7.4431 2.6028 0.9120 -0.7285 1.1510
O -6.1107 -8.2136 2.3627 -1.2479 1.6050 -2.8994
C -6.3612 -9.3351 2.9525 -0.2662 -0.6656 3.0555
O -5.6950 -9.7560 3.8924 -1.0197 -0.4958 -1.6324
O -7.5852 -9.7273 2.5059 1.0305 0.3630 0.2808
C -8.1665 -10.9970 2.7554 -0.3631 -0.5438 -0.7768
H -4.9936 -7.2573 3.6766 0.7271 0.1962 0.0148
H -4.9167 -6.5004 2.0580 -0.8397 -0.2702 -0.1914
H -4.1132 -8.0422 2.2896 0.3046 0.1488 0.4090
H -9.0315 -10.9834 2.0923 0.0211 -0.1054 -0.0212
H -8.5743 -11.2115 3.7432 0.6160 0.4870 0.3186
H -7.5170 -11.7996 2.4061 0.1240 0.0091 0.2901
C -1.8695 -7.2887 -10.5445 -0.4929 1.4510 -0.7624
O -1.8131 -7.5788 -9.1578 0.3985 -1.3774 0.2943
C -1.5234 -6.6075 -8.3091 -1.4111 3.8316 -0.4742
O -1.1499 -5.4538 -8.6201 -0.2332 -3.3365 1.0262
O -2.0343 -6.9511 -7.0999 -0.0424 -0.7500 -1.0221
C -1.7574 -6.1175 -5.9855 1.5797 -0.0237 -0.3667
H -0.9051 -7.0595 -10.9977 0.0482 0.0443 0.3416
H -2.5432 -6.4370 -10.6388 0.3406 0.3937 -0.1875
H -2.3659 -8.0335 -11.1666 0.2437 -0.7599 0.8870
H -0.6850 -6.2710 -5.8649 0.1777 0.6118 0.5779
H -2.2343 -6.5071 -5.0862 -0.3967 0.0440 -0.4666
H -1.9542 -5.0685 -6.2066 -0.2114 -0.1274 0.1535
C -5.1806 5.0627 2.5106 1.1032 1.6590 -0.5706
O -6.5138 5.5426 2.5933 -0.2235 -1.7825 0.4899
C -6.8282 6.7812 2.8531 0.8346 3.4703 -0.5875
O -6.0816 7.7807 2.8680 -1.5731 -2.7391 0.3419
O -8.1714 6.8245 2.9540 0.9377 -0.2445 0.5779
C -8.7791 8.0631 3.2994 -0.9187 0.1639 -0.2445
H -4.7928 5.3949 1.5476 -0.0374 -0.5993 -0.3787
H -5.0986 3.9861 2.6600 -0.5660 0.2574 -0.0641
H -4.4978 5.5996 3.1691 -0.3441 -0.1138 0.6267
H -9.8401 7.8134 3.2972 -0.0067 0.1814 -0.2920
H -8.5620 8.8245 2.5503 0.0570 -0.0102 0.1535
H -8.6036 8.4367 4.3082 0.7397 -0.2455 -0.0519
C 4.0649 -7.2474 0.9196 -0.6537 -0.6440 -0.3683
C 5.2114 -6.8670 1.8040 -1.0376 2.3147 -1.5637
O 5.5011 -5.6520 1.8897 -0.0716 -1.7702 0.6392
N 5.7932 -7.8497 2.4775 0.4268 -0.1065 -0.1504
C 6.6841 -7.4431 3.4952 1.3096 -0.9002 1.4921
H 3.2861 -6.4979 1.0603 0.1744 0.0921 -0.3576
H 3.5987 -8.2056 1.1491 0.2089 -0.1126 0.3517
H 4.3517 -7.3498 -0.1270 0.0778 0.5054 -0.0484
H 5.8767 -8.7688 2.0673 -0.3860 0.1446 0.1778
H 6.1110 -6.9854 4.3015 0.2412 0.3918 -0.0964
H 7.5255 -6.8335 3.1656 -0.2822 0.3012 -0.0835
H 7.1277 -8.3376 3.9323 0.0099 -0.0603 0.0469
C -0.0843 8.3945 -0.9532 0.5213 -0.2774 0.2778
C 0.8013 9.6328 -0.8275 1.3077 0.5152 -4.2214
O 1.2125 10.3278 -1.7981 -2.2795 -1.1154 0.4826
N 1.4926 9.8864 0.2611 0.4283 -0.1903 2.1355
C 1.5781 9.1078 1.4772 -0.4311 0.6258 0.2968
H 0.4900 7.6431 -0.4112 -0.2804 -0.3211 0.1502
H -0.1792 7.9930 -1.9621 0.2365 0.6795 -0.1452
H -1.0923 8.4067 -0.5385 0.1690 0.4862 0.2722
H 1.9481 10.7747 0.1077 0.5270 -0.2202 0.5438
H 0.7124 9.3911 2.0757 0.0637 -0.5534 0.5187
H 2.4839 9.3271 2.0426 -0.0354 0.2856 -0.1932
H 1.6109 8.0351 1.2868 -0.2318 0.0876 -0.1133
C 5.3379 0.7162 -3.8405 -0.2489 -0.0551 -0.7464
C 5.9664 1.5261 -2.7605 -1.1295 1.1412 -0.1137
O 6.2345 1.0198 -1.7199 1.0535 -2.2503 3.2513
N 6.1523 2.8316 -2.9124 -0.9613 -0.2556 -2.9078
C 6.6376 3.8489 -2.0635 0.2036 0.9517 0.3605
H 4.9243 1.2423 -4.7009 0.6142 0.2582 -0.1676
H 4.4647 0.1731 -3.4792 0.4021 -0.2161 0.4717
H 6.1501 0.0378 -4.1019 -0.4189 -0.3026 -0.4779
H 5.7831 3.1579 -3.7941 0.2355 0.3069 0.0810
H 7.3836 4.3727 -2.6613 0.0857 0.4346 0.4549
H 7.0772 3.5544 -1.1105 -0.1320 -0.5043 -0.3265
H 5.7818 4.4937 -1.8635 0.2802 0.4368 0.2734
C 6.4585 4.4111 6.6481 -0.6039 0.3893 0.1203
C 5.0817 4.0458 6.1360 1.4362 -0.8217 -1.7587
O 4.9065 3.4306 5.0774 0.0895 -0.0974 0.6481
N 4.1017 4.5300 6.8634 -2.1579 0.0191 -0.3212
C 2.6531 4.2333 6.5792 0.9856 1.0470 1.0320
H 6.6234 5.3911 6.2003 0.5444 -0.0120 -0.0701
H 7.2416 3.7006 6.3835 -0.2435 0.1575 -0.0202
H 6.3811 4.5720 7.7234 0.4378 -0.1551 0.0506
H 4.3263 5.1612 7.6192 -0.2871 -0.2733 -0.0376
H 2.1444 5.1553 6.2978 -0.0533 0.1214 0.4001
H 2.3719 3.8795 7.5711 -1.0530 -0.1605 -0.4483
H 2.4067 3.5578 5.7600 0.9347 -0.3330 0.3608
O -4.6414 0.7792 -5.6629 2.2488 0.3529 0.1032
C -3.7164 1.3348 -5.0191 -1.4631 -3.3085 -3.9316
N -4.0997 1.9918 -3.9852 0.1795 2.3737 4.1931
C -2.2378 1.3019 -5.4203 -0.6812 -0.3559 -0.2547
H -3.4302 2.3417 -3.3148 -0.1421 0.0556 -0.1012
H -5.0380 1.8351 -3.6460 0.0647 0.1154 -0.3068
H -1.9148 0.3245 -5.7788 -0.5295 -0.2275 0.1872
H -1.5498 1.5590 -4.6149 -0.0986 0.5401 -0.1887
H -2.1889 1.9097 -6.3238 0.4155 0.4545 0.2970

=====

(2)
90
Properties=species:S:1:pos:R:3:forces:R:3 method="wB97M-V/def2-TZVPD" e_tot_ev=-49618.2839 gap_ev=7.515 lumo_energy_ev=-0.10
C -1.2492 3.4478 0.8384 -0.2401 0.0457 0.0805
C -1.0949 2.7280 -0.1120 0.1206 -0.1981 0.0592
B -0.7570 1.4984 -0.9464 -0.7132 0.2619 -1.2566
O -1.4746 0.3190 -0.7775 0.6477 0.3633 1.2742
B -0.5257 -0.6028 -0.3366 -0.5462 -0.7776 -0.9430
O 0.4692 -0.8929 -1.2532 0.2807 0.7013 0.8775
B 1.0497 0.2870 -1.7180 0.4040 -0.5050 -1.0104
C 2.5667 0.2808 -2.1187 -0.0842 -1.5715 -0.8177
C 3.4665 -0.0071 -0.9433 -0.0807 -0.3543 0.5877
C 3.0847 -0.5699 0.2688 0.0048 -0.0361 -0.3901
O 0.2903 1.4476 -1.8500 0.4070 -0.0119 1.0464
H -1.4603 4.0319 1.7040 0.0859 0.1289 -0.0892
H -0.5393 -1.0442 0.7638 -0.1302 -0.2318 -0.0619
H 2.8301 1.2637 -2.5076 0.2697 0.0002 0.0398
H 2.6793 -0.4305 -2.9561 0.0411 0.1037 -0.1155
H 4.5238 0.2339 -1.0674 -0.3463 2.0146 0.5718
H 2.8566 -1.6278 0.3799 -2.0992 0.3595 -0.5015
H 2.9819 0.0308 1.1693 2.2104 -0.3533 0.5326
C 7.0572 0.9162 1.4169 -0.1433 0.0981 -0.0689
O 5.7696 1.0686 1.9818 0.2462 -0.0444 0.0066
C 5.6103 0.4279 3.2409 -0.3781 -0.0566 0.0761
C 5.4832 1.4397 4.3607 0.2033 0.1431 -0.1257
N 6.7440 2.1314 4.5970 -0.1484 0.0566 0.0029
C 6.6420 3.2903 5.4807 0.1983 -0.0891 -0.1012
C 5.7739 4.4640 5.0352 0.0059 0.1231 0.2684
O 6.2737 5.1703 3.9160 -0.0874 -0.0970 -0.0555
C 5.9457 4.6214 2.6531 0.1436 0.1877 -0.0191
H 7.0096 1.2825 0.3923 -0.0352 0.0092 0.0035
H 7.8097 1.5025 1.9550 0.0829 -0.1039 0.0104
H 7.3604 -0.1345 1.3991 0.0499 0.0054 0.0213
H 6.4233 -0.2774 3.4357 0.0901 0.0876 -0.0114
H 4.6803 -0.1460 3.1890 0.0187 -0.0286 -0.0141
H 5.1838 0.9225 5.2770 -0.0122 0.0208 0.0156
H 4.6797 2.1349 4.0820 -0.1226 -0.1074 0.0407
H 7.1194 2.4398 3.7104 0.0183 -0.0248 -0.0201
H 7.6570 3.6690 5.6225 -0.0197 0.0417 0.0579
H 6.2928 2.9488 6.4605 -0.0593 0.0025 -0.0122
H 5.7693 5.1850 5.8569 0.0003 0.0154 -0.0140
H 4.7279 4.1762 4.8745 0.0291 -0.0790 -0.1179
H 4.9697 4.1298 2.6606 0.0225 -0.0739 0.0219
H 6.7111 3.9183 2.3130 -0.1064 -0.1112 -0.0368
H 5.9148 5.4411 1.9349 -0.0144 0.0297 0.0388
C -4.2296 0.7316 0.7814 0.1786 -0.0682 0.1435
O -4.1376 0.8657 2.1913 -0.1133 0.0325 -0.2004
C -5.3487 1.2485 2.8268 0.0922 0.1116 0.3054
C -5.9154 0.1093 3.6484 0.0457 -0.1532 -0.1996
N -6.4100 -0.9620 2.7933 0.0735 -0.0198 0.1476
C -6.7342 -2.1986 3.4996 -0.0188 0.0461 -0.2312
C -5.6069 -2.9324 4.2213 -0.1879 -0.1799 0.1393
O -4.6330 -3.4964 3.3636 0.0507 0.1259 0.0410
C -3.6095 -2.6148 2.9396 0.0187 -0.2107 -0.1090
H -3.2179 0.6090 0.3972 -0.2353 0.0451 0.1409
H -4.8152 -0.1512 0.4997 -0.0960 0.0866 -0.0842
H -4.6748 1.6231 0.3291 -0.0475 -0.0290 -0.0249
H -6.0822 1.6160 2.1033 0.0019 -0.1066 -0.0730
H -5.1084 2.0744 3.5036 -0.0170 0.0135 -0.0135
H -6.7397 0.4837 4.2629 -0.0027 -0.0205 0.0202
H -5.1175 -0.2353 4.3199 -0.0193 0.1246 0.1055
H -5.7120 -1.1706 2.0921 -0.0051 0.0365 -0.0375
H -7.1505 -2.8855 2.7589 -0.0257 -0.0450 0.0505
H -7.5325 -1.9882 4.2188 0.0380 0.0168 0.0480
H -6.0612 -3.7789 4.7429 0.0176 -0.0127 -0.0052
H -5.1311 -2.3163 4.9937 0.0635 0.0905 -0.0962
H -3.3725 -1.8660 3.6997 -0.0543 0.0590 -0.0224
H -3.8734 -2.1186 2.0016 0.0410 0.1424 0.0555
H -2.7167 -3.2122 2.7518 -0.0188 -0.0320 0.0369
C -1.8382 -3.5061 -8.3814 0.0674 -0.0774 0.1237
O -0.7803 -3.2190 -7.4874 -0.1602 0.0531 -0.1418
C -0.2979 -1.8835 -7.5610 0.3232 0.0216 0.1326
C -0.6614 -1.0975 -6.3184 -0.2501 -0.1229 -0.0056
N -2.0937 -0.8359 -6.2557 0.1189 -0.0226 0.1070
C -2.5539 -0.3075 -4.9735 -0.1300 -0.0475 -0.1994
C -2.3867 -1.1783 -3.7318 -0.0905 0.2422 0.1624
O -3.1992 -2.3375 -3.7172 0.1364 -0.0460 -0.0449
C -2.6773 -3.4560 -4.4103 -0.2134 -0.0434 0.0853
H -1.9982 -4.5829 -8.3630 0.0294 -0.0043 0.0270
H -2.7697 -3.0151 -8.0799 -0.0207 0.0487 -0.1183
H -1.5857 -3.2077 -9.4028 -0.0478 0.0294 -0.0139
H -0.6549 -1.3793 -8.4637 -0.1216 -0.0203 0.0245
H 0.7925 -1.9425 -7.6239 -0.0019 0.0043 -0.0250
H -0.1259 -0.1433 -6.3302 -0.0002 0.0088 0.0269
H -0.3111 -1.6759 -5.4525 0.1589 0.0446 -0.0188
H -2.5927 -1.6949 -6.4437 -0.0008 -0.0129 -0.0317
H -3.6203 -0.0964 -5.0843 -0.0015 0.0446 0.0621
H -2.0580 0.6530 -4.7973 0.0503 -0.0230 0.0270
H -2.7166 -0.5802 -2.8797 -0.0077 -0.0218 0.0142
H -1.3385 -1.4362 -3.5356 0.0066 -0.0978 -0.1058
H -1.5858 -3.4920 -4.3670 0.0175 0.0439 -0.0638
H -3.0069 -3.4684 -5.4529 0.1448 -0.0257 -0.0540
H -3.0723 -4.3535 -3.9336 -0.0011 0.0266 0.0422

=====

(3)
103
Properties=species:S:1:pos:R:3:forces:R:3 method="wB97M-V/def2-TZVPD" e_tot_ev=-122350.8963 gap_ev=7.674 total_charge=+1 lumo_energy_ev=-4.05
C 2.0013 -0.6898 -0.7850 0.1202 1.1204 -0.4990
C 2.5941 0.0707 -2.0827 -2.1174 -1.5885 -0.9064
O 1.9239 0.0120 -3.1383 3.1416 0.6789 2.8476
O 3.8508 0.7058 -1.9244 -1.8444 -0.6795 -1.2491
C 4.3755 1.1992 -3.1798 0.0554 0.9729 -1.7205
C 4.8858 -0.0069 -4.1066 0.4882 -0.8034 0.6376
C 6.5044 -0.0546 -4.2780 -0.4611 -1.2663 -0.6137
C 6.8199 -1.5464 -4.8197 0.9111 0.5858 2.0072
N 7.3250 -2.4739 -3.8697 -1.7850 1.4927 -4.6965
N 7.4397 -3.6286 -4.6225 -1.8830 1.9909 -5.4344
O 7.8527 -4.8226 -4.1366 -0.2503 0.8645 0.8075
B 8.1996 -4.5927 -2.7297 1.6280 0.6844 3.2267
O 9.5084 -4.0772 -2.4614 -3.0477 -0.0287 -0.8263
O 7.3180 -4.8228 -1.6166 1.4088 -0.8123 -2.5843
C 7.0381 -3.4433 -5.9864 -0.0906 -0.1004 0.3408
C 6.9749 -4.5188 -7.1812 0.6824 0.1138 0.9547
C 6.1996 -5.8486 -6.7111 1.2927 -4.2229 0.6747
O 6.8492 -6.9350 -6.6887 -1.9983 4.5346 -0.1121
N 4.8056 -5.9061 -6.2584 1.5785 2.3661 0.0388
C 4.7123 -5.9616 -4.7586 0.2554 -0.4671 1.1455
C 3.9761 -4.7833 -6.8066 -0.3865 -0.4632 -0.8116
N 6.6136 -2.0510 -6.1667 2.7802 -2.7181 4.8396
S 5.9946 -1.2559 -7.5777 -0.4872 -0.0233 -0.0355
H 2.1475 0.0166 0.1064 -0.2236 -1.3333 -1.1061
H 0.8857 -0.8573 -0.9998 1.7726 0.5028 0.3157
H 2.4736 -1.7125 -0.6140 -0.2585 1.5606 -0.2521
H 5.1953 1.9837 -2.9613 -1.1781 -1.5946 -0.0301
H 3.5793 1.7776 -3.7874 1.0361 -1.0314 1.2301
H 4.3583 -0.0686 -5.1253 0.8645 0.4102 1.5119
H 4.6145 -0.9943 -3.5670 0.3184 1.6226 -0.7678
H 7.0617 0.0360 -3.2886 -0.9311 -0.2286 -1.2460
H 6.9044 0.7586 -4.9702 -0.5828 -1.2682 0.7111
H 9.4599 -3.4382 -1.7169 0.2282 -0.8994 -0.2656
H 7.0673 -5.7726 -1.5443 -0.1182 0.9653 -0.0448
H 8.0576 -4.8523 -7.4008 -1.7582 0.4283 0.4182
H 6.5574 -4.0540 -8.1397 0.4283 -0.4130 1.6433
H 3.7418 -6.4953 -4.4361 1.5489 0.9665 -0.5969
H 4.7548 -4.9074 -4.2787 -0.2978 -1.4184 -0.8172
H 5.6085 -6.5294 -4.3013 -1.5287 0.6627 -1.0385
H 4.1030 -3.7910 -6.2478 -0.3637 -1.2811 -0.5254
H 4.2754 -4.6245 -7.8999 -0.5427 -0.2060 1.4911
H 2.8905 -5.1657 -6.8140 1.6070 0.9955 0.1713
H 7.0145 -0.5762 -8.2353 0.0690 -0.8156 1.1415
O -2.1846 2.1607 -3.2752 0.2888 -0.4108 0.5949
S -1.2101 2.0065 -2.2276 0.0870 0.7397 0.3571
O -0.9988 0.7460 -1.5636 -0.2754 0.3411 -0.4293
O -1.4520 3.1491 -1.1114 0.7572 -0.4494 -0.9124
C -2.7542 3.2750 -0.5331 -1.0664 -0.0853 0.6875
C -3.0073 2.2013 0.5087 0.0653 -0.2131 -0.2135
C 0.3519 2.6001 -2.8153 -0.0311 0.2261 -0.0420
H -3.5260 3.2642 -1.3080 0.2199 -0.0296 -0.1053
H -2.7941 4.2555 -0.0522 0.3049 -0.0073 -0.2306
H -3.0708 1.2134 0.0466 -0.0260 0.0649 0.0378
H -3.9445 2.3882 1.0354 0.1478 0.0786 -0.0260
H -2.1922 2.1665 1.2348 -0.1593 0.0934 0.0059
H 0.2087 3.5797 -3.2706 -0.0795 -0.0561 0.1212
H 0.7236 1.8931 -3.5559 -0.1923 -0.0182 0.1225
H 1.0452 2.6586 -1.9763 -0.0892 -0.0068 -0.0271
O -3.6582 1.1649 3.2417 -0.3821 0.1405 0.6358
S -4.6132 0.6242 4.1762 -0.1561 -0.7378 0.2290
O -5.7285 1.3975 4.6538 0.6827 -0.0002 -0.3479
O -3.8184 0.0149 5.4467 -0.4140 -0.1327 -0.7785
C -2.8975 0.8550 6.1401 0.4313 0.6491 0.5844
C -3.6125 1.8328 7.0542 -0.2339 0.2210 -0.0905
C -5.2251 -0.9108 3.5416 0.0605 -0.0729 0.1675
H -2.2435 1.3774 5.4357 -0.1483 -0.0861 -0.1016
H -2.2640 0.1996 6.7427 -0.1894 -0.1996 -0.2408
H -4.1805 2.5658 6.4771 0.0602 -0.0526 0.0469
H -2.8957 2.3741 7.6760 0.0130 -0.1024 -0.0407
H -4.3217 1.3102 7.7005 0.1336 -0.0060 -0.0199
H -4.3815 -1.5245 3.2278 -0.0389 0.0954 0.0556
H -5.8664 -0.6901 2.6880 0.0779 0.1503 0.0911
H -5.8015 -1.4104 4.3207 0.0619 0.0561 -0.0581
O -6.7604 -3.2165 5.5081 -0.5830 -0.1807 -0.0152
S -7.6757 -4.2696 5.8682 -0.1671 -0.4569 0.6309
O -8.8863 -4.5081 5.1293 0.6502 0.4351 0.1336
O -8.0385 -4.1364 7.4372 0.5622 -0.4876 -0.7981
C -8.5377 -2.8879 7.9181 -0.5944 0.8848 0.2950
C -10.0003 -2.6967 7.5622 -0.1243 -0.0383 -0.3124
C -6.7769 -5.7913 5.9782 0.0343 -0.0087 0.1598
H -7.9284 -2.0585 7.5476 0.0561 -0.1765 -0.0910
H -8.4332 -2.9037 9.0055 0.2011 -0.2867 -0.1569
H -10.1298 -2.5795 6.4841 0.0086 0.0166 0.0928
H -10.4023 -1.8057 8.0496 0.0943 -0.0672 0.0326
H -10.5892 -3.5654 7.8661 0.0738 0.0933 0.0673
H -5.8847 -5.6314 6.5825 -0.1039 0.0292 -0.0367
H -6.4976 -6.0896 4.9675 -0.1025 0.1454 0.0278
H -7.4199 -6.5485 6.4257 0.0120 0.1155 -0.0434
O -1.1587 8.0455 -0.2847 -0.4306 -0.2110 0.5318
S -1.3239 7.5362 1.0519 0.3455 0.2349 0.4726
O -2.4857 6.7814 1.4408 0.3685 0.3580 -0.4987
O -1.1089 8.7431 2.1054 0.3781 -0.8931 -0.4417
C -1.8882 9.9294 1.9512 -0.7622 0.7899 -0.0042
C -3.3052 9.7369 2.4586 -0.1986 -0.2566 -0.0922
C 0.1188 6.6054 1.4857 0.0870 0.0856 0.1263
H -1.8827 10.2638 0.9098 0.0916 -0.1910 0.0183
H -1.3992 10.7076 2.5419 0.2323 -0.3007 -0.0401
H -3.8555 9.0342 1.8290 0.0346 0.0775 0.0406
H -3.8467 10.6854 2.4594 0.1176 -0.0181 0.0067
H -3.3010 9.3281 3.4720 0.0425 0.1164 -0.0556
H 1.0037 7.1931 1.2444 -0.1167 -0.0046 0.0184
H 0.1101 5.6830 0.9041 -0.1499 0.1074 -0.0207
H 0.0826 6.3749 2.5502 -0.0480 0.0428 -0.0956